Version P
DFT (ωB97M-V/def2-TZVPD) results for a molecular structure, C21H30IN2O4RuSSi.

Geometry (Å):
H (0.776, 2.424, -0.559)
C (-3.602, -2.394, 2.540)
Ru (-0.769, -1.983, -0.128)
N (-3.047, -1.916, -1.762)
H (-1.913, 0.543, -3.033)
H (-3.351, -3.443, 2.684)
C (1.365, 0.720, 3.334)
H (6.341, 1.024, 0.212)
C (-3.299, 2.772, -1.501)
C (0.522, 1.662, -1.316)
H (-2.740, 3.552, -0.978)
O (-4.065, -1.808, -2.397)
H (0.336, -1.333, -2.521)
H (2.877, 0.790, -3.305)
C (0.846, -1.439, -1.569)
C (1.449, -0.129, 1.066)
C (3.629, 0.846, -2.520)
C (-1.731, 1.158, -0.431)
C (-1.374, -2.514, 4.058)
H (1.913, -2.234, 0.921)
H (-2.353, 3.509, -3.304)
H (-0.470, -2.021, 4.412)
C (1.729, -1.398, 1.591)
O (-1.900, -1.812, -2.273)
H (1.525, -2.293, -1.561)
H (1.234, 1.552, 4.014)
O (-3.057, -2.103, -0.495)
C (-3.207, 1.482, -0.684)
C (1.636, -0.552, 3.834)
C (-2.697, 2.555, -2.900)
H (4.041, 0.392, 0.810)
H (-1.129, -3.378, 3.440)
H (-4.491, -2.122, 3.111)
C (4.277, 0.619, -0.224)
H (-0.777, 1.761, -3.576)
H (1.707, -0.709, 4.905)
H (-3.456, 2.165, -3.583)
C (-1.534, 1.550, -2.821)
H (-2.016, -2.792, 4.898)
C (1.824, -1.613, 2.961)
C (5.906, 1.268, -1.875)
C (5.580, 0.975, -0.558)
H (-1.643, 0.050, -0.262)
H (-3.690, 0.669, -1.234)
H (6.921, 1.545, -2.136)
H (1.080, 1.928, 1.598)
C (1.279, 0.928, 1.965)
H (-3.764, -2.186, 1.485)
C (3.275, 0.553, -1.197)
H (2.056, -2.601, 3.341)
H (-4.335, 3.110, -1.576)
H (-1.378, 1.597, 0.509)
H (0.979, 2.007, -2.248)
H (-3.728, 1.575, 0.269)
N (-0.920, 1.609, -1.505)
H (5.177, 1.426, -3.890)
S (-2.258, -1.331, 3.071)
O (-1.367, -1.028, 1.880)
Si (1.492, 0.103, -0.797)
C (4.927, 1.201, -2.859)
I (-0.641, -4.486, 0.663)

Summary:
E_LUMO (alpha / beta)   0.0081 / -0.0628 hartree
Gap between HOMO and LUMO (alpha / beta)   0.28118 / 0.21109 Eh
HOMO (alpha / beta)   -7.43 / -7.45 eV
Spin multiplicity   6

Mulliken population analysis, charges in e, atoms 1 to 8: 0.4071 -0.6214 0.0224 1.0120 0.1214 0.2802 -0.6470 0.3910

Version Q
DFT (ωB97M-V/def2-TZVPD) results for a molecular structure, C21H30IN2O4RuSSi.

Geometry (Å):
Si (0.048, 0.236, 1.893)
I (-2.267, 3.888, -0.172)
C (-2.242, 0.168, -1.624)
H (0.117, -2.453, -2.816)
H (-0.658, -0.997, -3.442)
H (-2.947, 0.865, -1.161)
H (-2.321, -2.830, -3.151)
H (-3.619, 0.664, 5.311)
O (3.505, 2.577, -1.886)
C (3.659, -2.743, 1.598)
C (-1.906, -0.326, 6.121)
Ru (-0.236, 2.288, -0.388)
H (-3.654, -0.973, -2.753)
H (2.245, -4.271, 2.075)
C (-1.390, -0.250, 0.628)
C (1.320, -2.345, 1.946)
H (-2.263, 0.357, 0.891)
N (2.453, 2.472, -1.304)
C (1.492, -0.981, 1.714)
C (-0.642, 1.764, -5.241)
H (-3.571, -1.449, -1.067)
C (-2.625, 0.291, 5.112)
H (0.337, -2.726, 2.192)
C (-0.093, -0.935, -1.335)
H (0.150, -1.684, -0.573)
H (1.801, 3.144, -5.057)
H (4.831, -1.014, 1.148)
C (-0.788, -0.033, 3.581)
C (-0.626, -0.789, 5.868)
H (-0.558, 2.785, -5.600)
C (3.845, -1.392, 1.368)
O (1.881, 3.445, -0.804)
H (-1.653, 1.591, -4.885)
C (-0.599, -1.665, -2.580)
H (-1.676, -1.301, 0.769)
O (0.041, 2.545, -2.839)
O (1.909, 1.349, -1.195)
H (0.827, -0.392, -1.573)
H (-0.059, -1.258, 6.660)
H (-2.633, 0.940, 3.082)
H (-1.867, -2.964, -1.454)
C (0.557, 2.028, 1.826)
S (0.498, 1.514, -3.807)
H (4.497, -3.424, 1.548)
H (-1.902, 0.612, -2.562)
H (-0.398, 1.055, -6.024)
C (2.772, -0.524, 1.425)
C (2.391, -3.217, 1.889)
H (2.787, 2.241, -3.879)
H (1.614, 2.264, 1.863)
C (-2.966, -1.155, -1.926)
H (-0.041, 2.726, 2.411)
H (0.927, -1.001, 4.416)
C (-1.970, -2.266, -2.287)
C (1.995, 2.170, -4.621)
H (2.932, 0.527, 1.244)
H (-2.336, -0.426, 7.107)
C (-0.073, -0.639, 4.609)
C (-2.066, 0.442, 3.856)
N (-1.068, 0.014, -0.768)
H (2.288, 1.458, -5.383)

Summary:
E_LUMO (alpha / beta)   0.0091 / -0.0495 hartree
Gap between HOMO and LUMO (alpha / beta)   0.28254 / 0.27158 Eh
HOMO (alpha / beta)   -7.44 / -8.74 eV
Spin multiplicity   6

Mulliken population analysis, charges in e, atoms 1 to 8: 0.6084 -0.3342 -0.8461 0.4993 0.1248 0.5548 0.4366 0.4030

version Q is preferred energetically. Next in line: 0.064 eV higher.

Version P
DFT (ωB97M-V/def2-TZVPD) results for 3 unconnected molecules or ions with the total composition CH7NO2.

Geometry (Å):
O (1.867, -0.697, -0.753)
N (-1.276, 0.435, -0.075)
H (-0.270, -0.493, -1.570)
H (-1.991, 0.071, -1.983)
H (1.375, -0.732, 0.085)
H (-2.110, 0.982, 0.112)
C (-1.190, -0.020, -1.246)
H (2.627, -0.173, -0.476)
H (-0.025, 0.259, 1.203)
O (0.661, 0.163, 1.903)
H (0.332, 0.204, 2.800)

Summary:
E_LUMO   0.0355 hartree
Gap between HOMO and LUMO   0.42619 Eh
HOMO   -10.63 eV
SMILES   C=N.O.O
Spin multiplicity   1

Mulliken population analysis, charges in e, atoms 1 to 8: -0.6591 -0.4772 0.2399 0.2385 0.3449 0.1898 -0.2642 0.3136

Version Q
DFT (ωB97M-V/def2-TZVPD) results for 2 unconnected molecules or ions with the total composition CH7NO2.

Geometry (Å):
H (-1.533, -2.601, -1.786)
H (0.115, 3.580, 3.794)
H (1.072, 0.347, -1.650)
H (-0.364, -1.002, -2.925)
H (0.570, 3.986, 5.274)
H (0.962, -1.842, -2.245)
H (-0.695, -1.984, -0.391)
O (0.315, 3.216, 4.704)
N (-0.719, -2.296, -1.312)
O (0.227, -0.080, -1.406)
C (0.050, -1.324, -2.058)

Summary:
E_LUMO   0.0321 hartree
Gap between HOMO and LUMO   0.36638 Eh
HOMO   -9.10 eV
SMILES   NCO.O
Spin multiplicity   1

Mulliken population analysis, charges in e, atoms 1 to 8: 0.2062 0.3284 0.3195 0.2894 0.3272 0.2495 0.2004 -0.6555

version P is preferred energetically. Next in line: 0.539 eV higher.

Version P
DFT (ωB97M-V/def2-TZVPD) results for 3 unconnected molecules or ions with the total composition CH7NO2.

Geometry (Å):
C (0.317, 0.014, 0.184)
H (-1.465, 0.493, -0.653)
O (-2.570, -0.404, -0.032)
H (-3.486, -0.336, 0.125)
H (3.651, -0.037, 0.476)
N (-0.504, 0.872, -0.708)
H (0.390, -1.013, -0.233)
H (-0.075, 1.093, -1.584)
H (1.456, 0.287, 0.273)
O (2.749, -0.426, 0.574)
H (-0.284, -0.038, 1.119)

Summary:
E_LUMO   -0.1720 hartree
Gap between HOMO and LUMO   0.17458 Eh
HOMO   -9.43 eV
Spin multiplicity   1

Mulliken population analysis, charges in e, atoms 1 to 8: -0.3341 0.3581 -0.7381 0.2410 0.2765 -0.2696 0.2882 0.2629

Version Q
DFT (ωB97M-V/def2-TZVPD) results for 2 unconnected molecules or ions with the total composition CH7NO2.

Geometry (Å):
H (-0.937, -1.154, 0.488)
H (-1.030, 1.194, 0.217)
H (1.260, 0.694, 0.353)
O (1.823, -0.888, -0.653)
H (-1.830, 2.288, -0.387)
H (1.027, -0.601, 1.249)
N (-0.463, -0.473, -0.062)
O (-1.617, 1.934, 0.433)
H (-0.739, -0.747, -0.994)
C (0.978, -0.331, 0.272)
H (1.528, -1.917, -0.917)

Summary:
E_LUMO   0.0202 hartree
Gap between HOMO and LUMO   0.38369 Eh
HOMO   -9.89 eV
SMILES   NCO.O
Spin multiplicity   1

Mulliken population analysis, charges in e, atoms 1 to 8: 0.2287 0.4334 0.2304 -0.5417 0.2857 0.3460 -0.6412 -0.6823

version Q is preferred energetically. Next in line: 7.079 eV higher.

Version P
DFT (ωB97M-V/def2-TZVPD) results for 2 unconnected molecules or ions with the total composition C2ClN5.

Geometry (Å):
Cl (2.748, 0.337, -0.310)
N (0.362, -0.690, -0.856)
N (-0.569, -1.869, 0.644)
C (-0.081, 0.117, 0.137)
N (-0.028, 2.646, 0.077)
N (0.018, -1.876, -0.532)
C (-0.087, 1.532, 0.131)
N (-0.661, -0.677, 1.077)

Summary:
E_LUMO (alpha / beta)   -0.2198 / -0.2204 hartree
Gap between HOMO and LUMO (alpha / beta)   0.20984 / 0.20689 Eh
HOMO (alpha / beta)   -11.69 / -11.63 eV
Spin multiplicity   1

Okay, here come the Mulliken numbers, in e, for every atom: 0.0422 -0.1051 -0.1376 0.4670 -0.2613 -0.2780 0.4897 -0.2169

Version Q
DFT (ωB97M-V/def2-TZVPD) results for 2 unconnected molecules or ions with the total composition C2ClN5.

Geometry (Å):
Cl (1.161, -1.553, -3.102)
N (1.088, -0.512, 2.057)
N (-0.089, 0.942, 0.723)
N (0.432, 0.096, 1.388)
C (0.400, -0.306, -2.391)
C (-1.225, 1.577, 0.910)
N (-0.092, 0.540, -1.821)
N (-2.241, 2.092, 0.977)

Summary:
E_LUMO   0.0081 hartree
Gap between HOMO and LUMO   0.38997 Eh
HOMO   -10.39 eV
Spin multiplicity   1

Okay, here come the Mulliken numbers, in e, for every atom: -0.0756 -0.4028 -0.4352 0.7829 0.3604 0.4326 -0.2979 -0.3643

version Q is preferred energetically. Next in line: 2.977 eV higher.

Version P
DFT (ωB97M-V/def2-TZVPD) results for a gas-phase ion, C5H9BrN3 (charge +1).

Geometry (Å):
N (-2.528, -0.782, -0.120)
N (1.667, -1.405, -0.143)
H (-3.556, -0.709, -0.170)
H (-1.234, 2.133, -0.194)
H (3.691, -0.597, -1.446)
C (0.337, -1.259, -0.034)
C (-0.277, -0.062, 0.161)
C (-2.160, 1.564, 0.187)
Br (4.859, 0.889, 0.280)
H (-2.121, -1.646, -0.383)
C (3.544, -0.236, -0.473)
H (-0.204, -2.105, -0.355)
C (-1.652, 0.190, 0.043)
H (-2.081, 1.879, 1.279)
H (-3.154, 1.621, -0.297)
H (0.120, 0.928, 0.387)
H (2.258, 0.024, 1.069)
N (2.490, -0.426, 0.208)

Summary:
E_LUMO   -0.1663 hartree
Gap between HOMO and LUMO   0.28180 Eh
HOMO   -12.19 eV
SMILES   C/C(N)=C/C=N\[NH+]=C\Br
Spin multiplicity   1
Total charge   +1

Mulliken population analysis, charges in e, atoms 1 to 8: -0.3032 -0.8373 0.2504 0.3156 0.4390 -0.2927 -0.0043 -1.2183

Version Q
DFT (ωB97M-V/def2-TZVPD) results for a gas-phase ion, C5H9BrN3 (charge +1).

Geometry (Å):
N (-1.601, 1.362, 0.628)
C (-0.709, 1.530, 1.515)
H (-1.407, 1.177, -1.553)
H (0.047, -0.982, -2.743)
H (1.318, 1.718, 1.151)
C (-0.415, -1.261, -1.693)
C (0.645, 0.917, 1.421)
N (1.766, -0.932, 0.229)
C (0.672, -0.258, 0.303)
H (-2.339, 0.043, -0.842)
H (2.075, -1.541, -0.544)
C (-1.365, 0.607, -0.549)
N (-0.297, -0.408, -0.578)
Br (1.342, 0.218, 3.186)
H (-0.837, 2.134, 2.284)
H (2.488, -0.826, 0.906)
H (0.027, -2.190, -1.382)
H (-1.410, -1.308, -1.741)

Summary:
E_LUMO   -0.1450 hartree
Gap between HOMO and LUMO   0.37653 Eh
HOMO   -14.19 eV
SMILES   CN1CN=C[C@@H](Br)C1=[NH2+]
Spin multiplicity   1
Total charge   +1

Mulliken population analysis, charges in e, atoms 1 to 8: -0.4713 -0.1525 0.3716 0.2743 0.3845 -1.0519 -0.3177 -0.3365

version Q is preferred energetically. Next in line: 1.114 eV higher.

Version P
DFT (ωB97M-V/def2-TZVPD) results for a molecular structure, C4H5PS.

Geometry (Å):
S (-0.607, -1.626, -1.136)
C (-0.589, 0.691, 0.168)
H (1.364, -1.979, 0.941)
C (1.357, -0.999, 0.447)
C (-1.582, 1.415, -0.665)
H (1.874, -0.212, 1.012)
C (0.120, -0.569, -0.155)
P (-2.353, 1.086, 0.777)
H (-1.786, 1.658, -1.680)
H (0.226, 1.711, 0.772)
H (1.975, -1.175, -0.481)

Summary:
E_LUMO   -0.0150 hartree
Gap between HOMO and LUMO   0.29761 Eh
HOMO   -8.51 eV
Spin multiplicity   1

Mulliken population analysis, charges in e, atoms 1 to 8: -0.2404 -0.2730 0.3102 -1.0388 -0.3527 0.3041 0.4801 0.0139

Version Q
DFT (ωB97M-V/def2-TZVPD) results for C4H5PS in the gas phase.

Geometry (Å):
H (0.181, 1.454, -1.149)
P (0.373, -1.856, 0.537)
H (2.205, -0.368, 0.139)
C (1.169, -0.281, -0.270)
C (-1.234, -1.844, -0.178)
C (0.245, 0.999, -0.089)
H (0.539, 1.765, 0.730)
S (-1.313, -0.826, 1.358)
H (-2.012, 1.045, -0.066)
C (-1.123, 0.561, 0.256)
H (0.970, -0.649, -1.268)

Summary:
E_LUMO (alpha / beta)   -0.0051 / -0.0071 hartree
Gap between HOMO and LUMO (alpha / beta)   0.29013 / 0.27446 Eh
HOMO (alpha / beta)   -8.03 / -7.66 eV
SMILES   C1=P2=S=1=CCC2
Spin multiplicity   1

Mulliken population analysis, charges in e, atoms 1 to 8: 0.2369 0.1454 0.3945 -0.7662 -0.2980 -0.2301 0.2284 -0.0456

version P is preferred energetically. Next in line: 1.659 eV higher.